The following is a quantum chemistry calculation of the molecule CH4N2Si in a non-equilibrium geometry, from the OMol25 dataset.

```
8
Properties=species:S:1:pos:R:3:forces:R:3:lowdin_charge:R:1
N 3.0052 0.2504 0.1218 0.5 0.1 0.0 -0.0337
C 1.9636 -0.1438 -0.1586 -3.6 -0.9 -0.4 -0.3286
Si -0.2518 -0.6823 -0.2001 2.6 1.5 0.5 0.6004
N -0.9775 0.8562 -0.1075 1.6 0.4 1.6 -0.1622
H -0.8838 -1.1429 -1.4309 0.5 -0.9 -0.1 -0.0541
H -0.1811 -1.3848 1.1053 -0.2 -0.4 -0.6 -0.0587
H -1.9524 0.9580 -0.1144 -1.6 -0.1 -0.7 0.0016
H -0.7221 1.2893 0.7843 0.2 0.3 -0.4 0.0352
```
Positions in Å, forces in eV/Å.

## Properties
SMILES string ... N#C[SiH2]N
Highest occupied orbital energy ... -10.98 eV
Multiplicity ... 1
Lowest unoccupied orbital energy ... 0.0057 Eh
Largest force on an atom ... 3.72 eV Å⁻¹
ΔE to the lowest compared entry with this formula, charge and spin ... 60.8 kJ/mol
DFT total energy ... -11958.7160 eV